Here is a cluster of 2 separate species, C20H33B3O9S in total from OMol25. Energies are from ωB97M-V with the def2-TZVPD basis set.

Each line ends with the natural charge from an NBO analysis.
Cartesian coordinates (Å):
C 6.53590 -6.18596 -0.54978  -0.634
C 5.20659 -5.65855 0.17657  -0.500
S 5.42089 -3.80946 0.50777  0.163
C 3.70077 -3.14288 0.29496  -0.938
B 3.20308 -2.14598 1.46964  1.222
O 1.90563 -2.33432 2.12622  -0.889
B 1.14716 -1.17240 1.65945  1.145
C -0.49222 -1.33498 1.77221  -0.408
O -1.02865 -1.61878 0.44113  -0.574
C -2.10488 -0.74185 0.10158  0.391
C -1.68776 0.71688 -0.32244  -0.308
C -2.77026 1.77140 -0.66750  0.005
C -2.29928 3.24849 -1.07383  -0.676
C -4.25387 1.31819 -0.56408  -0.244
C -4.66581 -0.14754 -0.16620  -0.215
C -3.56894 -1.22662 0.18628  -0.106
C -4.07508 -2.67194 0.62669  -0.248
C -5.46477 -3.00562 -0.17314  -0.620
C -3.07764 -3.88279 0.30099  -0.625
O 1.74461 0.01456 1.09810  -0.893
B 3.15095 0.13266 1.41199  1.318
O 3.73890 1.44639 1.18656  -0.715
C 4.91873 1.35496 0.35089  -0.109
C 4.66989 1.64134 -1.20571  0.077
C 6.09441 1.32367 -1.94809  -0.651
O 3.69397 0.77718 -1.83603  -0.715
O 3.94695 -0.97262 1.94018  -0.905
H 6.38391 -7.30480 -0.78411  0.222
H 7.41831 -6.00476 0.16568  0.221
H 6.64783 -5.59408 -1.53249  0.224
H 5.00813 -6.13380 1.19887  0.220
H 4.26271 -5.75344 -0.48512  0.217
H 2.97139 -4.04060 0.26478  0.263
H 3.53494 -2.59728 -0.71304  0.243
H -0.71617 -2.27835 2.40692  0.206
H -0.93552 -0.38073 2.21521  0.220
H -0.59781 1.04627 -0.36024  0.238
H -1.64990 3.12500 -2.02207  0.224
H -3.25168 3.83332 -1.34086  0.258
H -1.72959 3.76829 -0.22071  0.223
H -5.07380 2.08180 -0.78198  0.233
H -5.78397 -0.33912 -0.11826  0.224
H -4.38545 -2.59799 1.73524  0.218
H -5.32245 -2.57023 -1.23791  0.217
H -5.59855 -4.12879 -0.30758  0.215
H -6.36395 -2.46528 0.27301  0.209
H -2.43038 -4.04063 1.24975  0.212
H -3.61580 -4.89523 0.14914  0.210
H -2.34972 -3.65925 -0.56273  0.233
H 5.64072 2.18208 0.72113  0.198
H 5.49985 0.37444 0.43310  0.189
H 4.42048 2.73581 -1.39981  0.193
H 6.02543 0.28079 -2.43768  0.220
H 6.89877 1.21976 -1.12120  0.203
H 6.38296 2.12026 -2.71060  0.224
H 3.80224 -0.14480 -1.49701  0.458
O -5.11012 4.72817 -1.45897  -0.576
C -5.00211 5.67538 -0.73169  0.972
O -5.99359 6.57525 -0.49020  -0.479
C -5.55785 7.39985 0.58173  -0.102
C -4.06558 7.28247 0.51275  -0.101
O -3.87160 5.98931 -0.04219  -0.482
H -5.90244 8.42621 0.44714  0.205
H -5.96614 7.00784 1.51778  0.187
H -3.61745 8.02459 -0.15445  0.186
H -3.59534 7.35882 1.49426  0.206

Values from the calculation:
* HOMO energy: -7.92 eV
* HOMO-LUMO gap: 8.42 eV
* LUMO level: 0.501 eV
* SMILES: CCSCB1OB(COc2cc(C)ccc2C(C)C)OB(OC[C@@H](C)O)O1.O=C1OCCO1
* total charge: 0